{
  "formula": "C82H185N7O14",
  "method": "ωB97M-V with the def2-TZVPD basis set",
  "species": ["C", "C", "C", "O", "H", "H", "H", "H", "H", "H", "H", "H", "C", "C", "C", "O", "H", "H", "H", "H", "H", "H", "H", "H", "C", "C", "C", "O", "H", "H", "H", "H", "H", "H", "H", "H", "C", "C", "C", "O", "H", "H", "H", "H", "H", "H", "H", "H", "C", "C", "C", "O", "H", "H", "H", "H", "H", "H", "H", "H", "C", "C", "C", "C", "C", "C", "N", "O", "C", "C", "C", "H", "H", "H", "H", "H", "H", "H", "H", "H", "H", "H", "H", "H", "H", "H", "H", "H", "H", "H", "C", "C", "C", "C", "C", "C", "N", "O", "C", "C", "C", "H", "H", "H", "H", "H", "H", "H", "H", "H", "H", "H", "H", "H", "H", "H", "H", "H", "H", "H", "C", "C", "C", "C", "C", "C", "N", "O", "C", "C", "C", "H", "H", "H", "H", "H", "H", "H", "H", "H", "H", "H", "H", "H", "H", "H", "H", "H", "H", "H", "C", "C", "C", "C", "C", "C", "N", "O", "C", "C", "C", "H", "H", "H", "H", "H", "H", "H", "H", "H", "H", "H", "H", "H", "H", "H", "H", "H", "H", "H", "C", "C", "C", "C", "C", "C", "N", "O", "C", "C", "C", "H", "H", "H", "H", "H", "H", "H", "H", "H", "H", "H", "H", "H", "H", "H", "H", "H", "H", "H", "C", "C", "C", "C", "C", "C", "N", "O", "C", "C", "C", "H", "H", "H", "H", "H", "H", "H", "H", "H", "H", "H", "H", "H", "H", "H", "H", "H", "H", "H", "C", "C", "C", "C", "C", "C", "N", "O", "C", "C", "C", "H", "H", "H", "H", "H", "H", "H", "H", "H", "H", "H", "H", "H", "H", "H", "H", "H", "H", "H", "C", "C", "O", "H", "H", "H", "H", "H", "H", "C", "C", "O", "H", "H", "H", "H", "H", "H"],
  "coordinates": [[17.230, 20.398, 10.460], [18.559, 20.884, 11.028], [18.566, 21.090, 12.520], [19.502, 20.025, 10.557], [17.128, 20.471, 9.372], [16.412, 21.021, 10.861], [17.097, 19.366, 10.817], [18.764, 21.870, 10.611], [19.547, 21.169, 12.997], [17.980, 20.306, 13.024], [18.107, 22.049, 12.781], [20.387, 20.285, 10.840], [13.219, 15.285, 16.429], [14.148, 14.328, 17.111], [13.340, 13.356, 18.033], [14.885, 13.549, 16.129], [13.952, 15.802, 15.871], [12.636, 15.898, 17.139], [12.533, 14.725, 15.827], [14.921, 14.905, 17.594], [14.015, 12.585, 18.407], [12.607, 12.829, 17.459], [13.018, 13.967, 18.888], [14.503, 13.640, 15.241], [20.669, 15.877, 20.982], [21.785, 16.217, 20.016], [21.839, 15.382, 18.731], [21.771, 17.591, 19.660], [20.935, 16.369, 21.902], [20.485, 14.837, 21.144], [19.773, 16.354, 20.718], [22.751, 16.162, 20.551], [22.663, 15.880, 18.167], [20.968, 15.506, 18.084], [22.042, 14.359, 18.849], [21.109, 17.608, 18.941], [16.954, 17.392, 19.054], [15.628, 18.194, 18.979], [15.843, 19.668, 18.530], [14.730, 17.579, 18.049], [17.561, 17.754, 19.919], [17.530, 17.520, 18.149], [16.761, 16.350, 19.353], [15.186, 18.235, 19.992], [16.124, 20.295, 19.365], [14.826, 19.974, 18.174], [16.667, 19.718, 17.783], [15.125, 17.579, 17.165], [20.803, 20.207, 18.265], [19.621, 19.420, 17.703], [18.965, 20.155, 16.514], [19.963, 18.086, 17.288], [21.368, 19.631, 19.051], [20.506, 21.137, 18.779], [21.553, 20.501, 17.498], [18.858, 19.221, 18.483], [18.161, 19.577, 16.071], [19.671, 20.496, 15.780], [18.555, 21.071, 16.882], [20.590, 18.213, 16.560], [17.271, 19.567, 22.307], [18.387, 20.125, 23.203], [19.775, 19.462, 22.861], [20.317, 19.992, 21.549], [20.627, 21.431, 21.718], [19.324, 22.280, 21.949], [18.601, 21.606, 23.032], [17.423, 22.264, 23.435], [19.699, 23.691, 22.503], [18.338, 22.378, 20.730], [18.064, 19.882, 24.697], [16.400, 20.244, 22.365], [16.921, 18.614, 22.773], [17.533, 19.343, 21.244], [20.482, 19.700, 23.688], [19.518, 18.403, 22.895], [19.713, 19.665, 20.708], [21.222, 19.438, 21.412], [21.222, 21.806, 20.889], [21.238, 21.478, 22.612], [20.290, 24.214, 21.746], [18.781, 24.259, 22.828], [20.332, 23.535, 23.387], [18.079, 21.342, 20.452], [17.397, 22.899, 20.989], [18.772, 22.932, 19.912], [18.743, 20.486, 25.317], [18.259, 18.854, 24.873], [17.005, 20.098, 24.860], [17.553, 22.406, 24.383], [10.102, 19.845, 18.681], [10.635, 18.466, 18.338], [9.512, 17.397, 17.978], [8.786, 17.619, 16.640], [9.832, 17.713, 15.531], [11.008, 18.721, 15.804], [11.549, 18.454, 17.175], [12.604, 19.390, 17.378], [12.098, 18.486, 14.807], [10.401, 20.148, 15.602], [11.346, 17.937, 19.579], [9.135, 20.023, 18.198], [10.811, 20.598, 18.373], [9.841, 19.942, 19.771], [10.055, 16.433, 17.929], [8.917, 17.261, 18.869], [8.073, 18.463, 16.615], [8.103, 16.772, 16.504], [9.367, 18.037, 14.602], [10.203, 16.708, 15.332], [11.717, 18.349, 13.803], [12.679, 19.423, 14.851], [12.681, 17.611, 15.128], [10.393, 20.438, 14.553], [9.438, 20.381, 16.033], [11.115, 20.863, 16.043], [12.197, 18.563, 19.802], [11.738, 16.941, 19.281], [10.709, 17.880, 20.469], [13.395, 18.803, 17.460], [15.244, 22.502, 13.123], [14.786, 22.922, 14.559], [15.894, 22.521, 15.510], [15.813, 23.150, 16.880], [15.753, 24.623, 16.791], [14.591, 25.172, 15.971], [14.814, 24.466, 14.581], [13.810, 24.836, 13.666], [13.255, 24.835, 16.608], [14.662, 26.659, 15.823], [13.424, 22.277, 14.833], [15.393, 21.451, 13.007], [16.149, 23.046, 12.777], [14.438, 22.750, 12.471], [15.954, 21.428, 15.576], [16.832, 22.825, 15.017], [16.636, 22.830, 17.517], [14.860, 22.792, 17.323], [16.615, 25.100, 16.376], [15.520, 25.144, 17.738], [12.948, 25.636, 17.279], [12.438, 24.729, 15.900], [13.192, 23.902, 17.191], [15.473, 26.873, 15.056], [13.724, 26.990, 15.369], [14.908, 27.188, 16.736], [13.291, 21.257, 14.446], [12.666, 22.790, 14.239], [13.095, 22.184, 15.853], [14.249, 25.214, 12.886], [14.776, 24.273, 20.372], [13.957, 23.107, 20.857], [14.655, 22.182, 21.841], [13.771, 21.208, 22.614], [12.729, 21.995, 23.403], [11.899, 22.892, 22.549], [12.841, 23.810, 21.708], [12.047, 24.643, 20.885], [10.836, 22.130, 21.607], [11.126, 23.834, 23.503], [13.398, 22.404, 19.608], [14.235, 24.896, 19.708], [15.763, 24.000, 19.988], [15.015, 24.876, 21.254], [15.426, 21.584, 21.321], [15.182, 22.797, 22.575], [14.385, 20.702, 23.348], [13.416, 20.421, 21.946], [13.253, 22.581, 24.121], [12.066, 21.283, 23.907], [9.774, 22.102, 21.960], [10.781, 22.641, 20.673], [11.129, 21.108, 21.423], [10.691, 24.702, 22.948], [10.347, 23.309, 24.090], [11.845, 24.266, 24.248], [12.673, 23.066, 19.091], [12.857, 21.459, 19.854], [14.298, 22.244, 19.015], [12.317, 25.492, 21.263], [19.762, 14.463, 15.135], [18.821, 13.407, 14.563], [19.414, 12.654, 13.351], [20.614, 11.765, 13.756], [20.094, 10.709, 14.752], [19.446, 11.295, 16.086], [18.399, 12.342, 15.666], [17.969, 13.060, 16.809], [18.755, 10.126, 16.712], [20.514, 11.861, 17.081], [17.494, 14.050, 14.157], [19.682, 14.546, 16.211], [19.557, 15.452, 14.751], [20.851, 14.269, 14.944], [18.675, 11.899, 13.045], [19.650, 13.328, 12.541], [21.421, 12.384, 14.201], [21.132, 11.182, 12.946], [20.731, 9.924, 15.107], [19.242, 10.228, 14.262], [18.064, 9.605, 16.025], [19.504, 9.428, 17.164], [18.184, 10.454, 17.606], [20.071, 12.224, 17.972], [21.366, 11.153, 17.280], [21.033, 12.748, 16.696], [16.844, 13.409, 13.574], [17.660, 14.952, 13.523], [16.981, 14.345, 15.082], [17.030, 12.849, 16.719], [15.838, 15.310, 25.570], [14.411, 15.576, 25.135], [14.099, 17.073, 25.410], [14.759, 17.936, 24.320], [14.318, 17.550, 22.955], [14.643, 16.074, 22.592], [14.118, 15.258, 23.698], [14.298, 13.886, 23.375], [13.869, 15.687, 21.333], [16.112, 15.881, 22.374], [13.464, 14.672, 26.005], [16.619, 16.066, 25.277], [16.189, 14.299, 25.206], [15.901, 15.122, 26.629], [13.014, 17.219, 25.320], [14.373, 17.419, 26.425], [15.842, 17.866, 24.373], [14.475, 18.954, 24.444], [14.819, 18.165, 22.206], [13.250, 17.741, 22.866], [12.866, 15.412, 21.565], [13.886, 16.491, 20.607], [14.240, 14.781, 20.855], [16.654, 16.110, 23.306], [16.350, 14.871, 22.060], [16.458, 16.602, 21.615], [13.452, 13.638, 25.701], [12.465, 15.033, 26.015], [13.874, 14.624, 27.044], [15.215, 13.756, 23.071], [20.618, 23.527, 15.016], [20.984, 24.547, 16.120], [19.655, 24.524, 16.977], [19.807, 25.424, 18.139], [21.010, 24.957, 18.938], [22.353, 24.774, 18.234], [22.082, 23.986, 16.947], [23.307, 23.988, 16.228], [22.998, 26.147, 18.027], [23.189, 23.909, 19.244], [21.260, 25.940, 15.593], [20.685, 22.507, 15.372], [21.248, 23.664, 14.171], [19.577, 23.610, 14.745], [18.815, 24.837, 16.372], [19.520, 23.515, 17.420], [18.926, 25.387, 18.749], [19.724, 26.474, 17.921], [20.678, 24.018, 19.339], [21.192, 25.627, 19.759], [22.322, 27.004, 18.075], [23.767, 26.362, 18.816], [23.569, 26.131, 17.095], [23.107, 24.334, 20.240], [22.846, 22.861, 19.286], [24.212, 23.965, 18.917], [22.277, 25.962, 15.174], [21.171, 26.707, 16.334], [20.630, 26.169, 14.752], [23.319, 23.203, 15.657], [17.255, 13.733, 19.826], [17.171, 12.310, 20.241], [17.091, 12.295, 21.650], [17.791, 13.872, 18.875], [17.732, 14.318, 20.624], [16.255, 14.170, 19.788], [18.042, 11.732, 19.884], [16.262, 11.902, 19.817], [16.497, 11.612, 22.000], [15.655, 18.656, 14.313], [15.889, 17.166, 14.344], [16.004, 16.773, 15.735], [16.537, 19.027, 14.897], [14.768, 18.886, 14.872], [15.531, 19.080, 13.312], [16.823, 16.921, 13.832], [15.022, 16.590, 13.946], [16.413, 15.889, 15.843]],
  "mulliken_charge": [-1.10, 0.33, -0.04, -0.57, 0.38, 0.17, 0.24, 0.24, 0.51, -0.31, -0.18, 0.35, -0.86, 2.64, -1.58, -0.53, -0.20, -0.20, 0.67, -1.27, 0.37, 0.41, 0.24, 0.30, -0.69, 0.19, -1.29, -0.52, 0.38, 0.57, -0.31, 0.28, 0.36, 0.12, 0.60, 0.26, 0.04, 1.57, 1.34, 1.11, -0.89, 0.89, -1.10, -0.53, -0.22, -0.90, -0.55, -1.21, -0.90, 1.99, -0.38, -0.41, 0.35, -0.15, 0.54, -1.37, -0.45, 0.89, -0.20, 0.36, 2.15, 1.77, -1.95, 1.26, -0.78, 1.79, 0.20, -0.22, -1.54, -0.39, -2.28, -0.90, -0.78, -1.23, 0.21, 0.46, -0.90, 0.49, -0.48, 0.60, 0.09, 0.29, 0.49, -0.68, 0.50, -0.45, 0.49, 0.35, 0.44, 0.34, -1.13, 1.35, -1.35, -0.74, -1.38, 1.75, 0.09, 2.41, -0.79, -1.33, -1.27, 0.34, -0.15, 0.39, 0.28, 0.50, 0.36, 0.51, 0.40, 0.30, 0.56, -0.81, -0.11, 0.44, 0.37, -0.10, -0.16, -0.13, 0.76, -0.83, -1.69, 2.52, -0.29, 1.88, -0.82, 1.98, -0.01, -0.49, -1.14, -2.08, -0.87, -0.31, 0.34, 0.79, -0.88, -0.13, 0.55, -1.66, -0.04, -0.06, 0.43, 0.47, -0.40, 0.40, 0.46, 0.33, 0.42, 0.63, -0.51, 0.37, -2.36, 2.46, -0.26, 2.00, -2.72, 2.25, -0.18, -0.44, -1.42, -1.90, 0.11, 0.61, -0.12, 0.67, -0.80, 0.65, -0.70, -0.37, 0.48, 0.44, 0.37, 0.27, 0.08, 0.41, 0.36, 0.38, 0.80, -0.89, -0.37, 0.41, -1.93, 2.41, -1.37, -0.53, -1.52, 1.88, -0.63, 0.81, -1.88, -1.42, -1.15, 0.12, 0.46, 0.23, 0.45, 0.33, 0.29, 0.39, 0.48, 0.40, 0.43, 0.40, 0.20, 0.15, 0.40, 0.25, 0.45, 0.36, -0.31, 0.02, -1.55, 1.62, -1.63, 0.64, -0.38, 2.69, 0.27, -0.55, -1.46, 0.01, -1.83, 0.09, 0.28, 0.52, 0.45, 0.44, -0.52, 0.18, -1.16, 0.80, 0.68, -0.32, 0.15, -0.10, -0.08, -0.40, 0.39, 0.36, 0.39, 0.42, -2.52, 3.01, -0.71, -2.05, 0.25, 1.76, 0.58, -0.55, -1.81, -1.74, -2.23, 0.29, 0.57, 0.52, 0.75, -0.73, 0.50, 0.70, -1.36, 1.03, 0.33, 0.46, 0.32, 0.39, 0.11, 0.52, 0.39, 0.34, 0.46, 0.33, 1.01, -0.51, -0.56, 0.00, -0.07, -0.60, 0.06, 0.30, 0.33, 1.02, -0.63, 0.94, -0.66, -1.44, 0.56, 0.16, 0.42, -0.83],
  "homo_lumo_gap_ev": 8.282,
  "total_charge": 0,
  "lumo_energy_ev": 0.24,
  "multiplicity": 1,
  "e_homo_ev": -8.042
}